[1]
Below is a structure of composition C26H39N3O2P2S2Zr at a distorted geometry, with properties calculated with ωB97M-V/def2-TZVPD.

Properties
- maximum force (eV/A) = 2.629
- E_HOMO (eV) = -12.843
- orbital gap (eV) = 6.519
- molar mass (g mol⁻¹) = 642.92
- total charge = +2

```
75
Properties=species:S:1:pos:R:3:mulliken_charge:R:1
Zr -0.47 -0.12 -0.49 0.138
C -0.03 1.39 3.60 -1.519
C -0.49 1.16 2.20 0.743
N 0.20 0.37 1.42 0.998
N 1.40 -0.13 1.85 -0.568
C 2.22 -0.62 0.97 0.487
S 1.92 -0.78 -0.75 -0.596
S 3.76 -1.23 1.47 -0.064
C 4.05 -0.34 3.07 -0.750
C 4.81 0.92 2.79 0.552
C 4.18 1.99 2.16 0.345
C 4.87 3.15 1.89 -0.851
C 6.21 3.26 2.25 -0.451
C 6.85 2.20 2.87 -0.610
C 6.15 1.03 3.13 -0.678
C -1.57 1.94 1.61 0.545
C -2.55 2.53 2.42 -0.738
C -3.39 3.51 1.93 -1.041
C -3.23 3.97 0.63 -0.605
C -2.30 3.39 -0.20 -0.437
C -1.50 2.33 0.23 0.459
O -0.66 1.75 -0.62 -0.903
H 0.98 1.80 3.57 0.208
H -0.66 2.08 4.14 0.528
H 0.02 0.45 4.14 0.347
H 3.08 -0.16 3.51 0.159
H 4.63 -1.03 3.67 0.608
H 3.13 1.91 1.88 0.277
H 4.37 3.98 1.41 0.426
H 6.75 4.17 2.04 0.397
H 7.88 2.28 3.14 0.395
H 6.66 0.20 3.61 0.364
H -2.66 2.22 3.44 0.532
H -4.14 3.95 2.57 0.455
H -3.85 4.78 0.27 0.438
H -2.16 3.75 -1.21 0.476
C -0.53 -1.03 -4.70 -1.405
P -0.50 -0.02 -3.16 1.025
C 0.88 1.14 -3.54 -1.332
C -1.94 1.14 -3.36 -0.717
C -3.26 0.58 -2.83 -1.480
P -3.10 -0.32 -1.19 1.626
C -3.94 -1.91 -1.61 -1.426
C -4.44 0.42 -0.17 -1.476
H -0.51 -0.37 -5.57 0.456
H -1.41 -1.67 -4.75 0.393
H 0.36 -1.65 -4.71 0.423
H 0.64 1.73 -4.43 0.486
H 1.79 0.57 -3.73 0.450
H 1.05 1.81 -2.69 0.303
H -2.05 1.43 -4.41 0.730
H -1.66 2.04 -2.79 0.121
H -3.68 -0.13 -3.54 0.518
H -3.98 1.40 -2.71 0.575
H -4.95 -1.69 -1.98 0.504
H -4.02 -2.52 -0.72 0.436
H -3.39 -2.46 -2.37 0.314
H -5.38 0.41 -0.72 0.480
H -4.19 1.44 0.12 0.257
H -4.55 -0.19 0.73 0.427
C 0.28 -5.49 -0.54 -1.103
N -0.31 -4.20 -0.79 0.202
C -0.92 -4.05 -2.10 -0.641
C -0.27 -3.20 0.07 0.827
C 0.45 -3.38 1.37 -1.658
O -0.87 -2.10 -0.18 -0.430
H -0.20 -6.24 -1.17 0.428
H 0.14 -5.79 0.50 0.374
H 1.35 -5.49 -0.75 0.350
H -0.29 -4.53 -2.85 0.513
H -1.01 -2.98 -2.34 -0.190
H -1.90 -4.52 -2.11 0.356
H 0.03 -4.20 1.94 0.625
H 0.35 -2.46 1.96 0.158
H 1.50 -3.58 1.19 0.432
```

[2]
Below is a structure of composition C37H31BrNO4P2Pd, with properties calculated with ωB97M-V/def2-TZVPD.

Properties
- energy relative to the best compared isomer or geometry (same formula, charge and spin) (kJ/mol) = 0.0
- maximum force (eV/A) = 0.811
- E_HOMO (eV) = -16.670
- orbital gap (eV) = 5.141
- molar mass (g mol⁻¹) = 801.93
- total charge = +3

```
77
Properties=species:S:1:pos:R:3:mulliken_charge:R:1
Pd -0.26 -2.03 -0.06 1.016
O -1.68 -1.17 1.01 -0.456
P -1.88 0.36 1.27 0.776
C -1.30 1.24 -0.22 -1.626
P 0.46 0.99 -0.56 0.739
O 0.88 -0.47 -0.03 -0.354
C 1.46 2.09 0.41 1.146
C 1.39 3.44 0.06 -0.927
C 2.12 4.37 0.79 -0.778
C 2.92 3.95 1.84 -0.585
C 2.99 2.60 2.18 -0.604
C 2.26 1.67 1.47 -0.151
C 0.79 1.28 -2.27 0.895
C -0.21 1.56 -3.20 -0.520
C 0.14 1.86 -4.51 -0.722
C 1.48 1.84 -4.89 -0.525
C 2.48 1.54 -3.97 -0.773
C 2.14 1.27 -2.65 -0.906
C -0.92 0.90 2.66 0.896
C -0.81 2.26 2.93 -0.286
C -0.13 2.69 4.06 -0.843
C 0.42 1.75 4.93 -0.582
C 0.30 0.39 4.67 -0.837
C -0.38 -0.04 3.54 -0.548
C -3.60 0.67 1.48 0.651
C -4.28 1.65 0.76 -0.275
C -5.62 1.88 1.02 -0.846
C -6.27 1.14 1.99 -0.490
C -5.60 0.16 2.71 -0.763
C -4.26 -0.07 2.47 -0.588
H -1.46 2.31 -0.11 0.998
H -1.90 0.88 -1.05 0.807
H 0.80 3.77 -0.79 0.469
H 2.07 5.42 0.52 0.491
H 3.50 4.68 2.40 0.471
H 3.63 2.28 3.00 0.475
H 2.30 0.63 1.75 0.097
H -1.26 1.58 -2.93 0.296
H -0.62 2.10 -5.23 0.469
H 1.75 2.08 -5.91 0.486
H 3.52 1.54 -4.27 0.497
H 2.92 1.08 -1.92 0.446
H -1.26 3.00 2.27 0.427
H -0.05 3.74 4.27 0.516
H 0.94 2.08 5.82 0.475
H 0.70 -0.33 5.37 0.494
H -0.52 -1.10 3.36 0.656
H -3.78 2.24 -0.01 0.347
H -6.15 2.64 0.46 0.438
H -7.32 1.32 2.18 0.432
H -6.12 -0.41 3.47 0.434
H -3.73 -0.83 3.04 0.393
Br -1.43 -4.22 0.62 0.147
C 0.09 -4.03 1.76 0.553
C 0.58 -4.93 2.67 -0.737
C 1.74 -4.55 3.34 -0.200
C 2.35 -3.33 3.06 -0.996
C 1.79 -2.48 2.12 -0.207
N 0.67 -2.85 1.52 0.771
H 0.09 -5.87 2.85 0.512
H 2.18 -5.22 4.07 0.467
H 3.27 -3.04 3.56 0.516
H 2.22 -1.53 1.84 0.542
O -0.58 -1.53 -1.96 -0.794
C 0.35 -2.35 -2.35 1.519
O 0.88 -2.97 -1.33 -0.775
C 0.75 -2.58 -3.70 0.256
C 1.60 -3.65 -3.99 -0.387
C 1.96 -3.90 -5.30 -0.742
C 1.47 -3.07 -6.31 -0.411
C 0.62 -2.00 -6.03 -0.818
C 0.25 -1.75 -4.72 -0.376
H 1.97 -4.28 -3.18 0.468
H 2.60 -4.73 -5.55 0.450
H 1.74 -3.27 -7.34 0.450
H 0.26 -1.38 -6.83 0.474
H -0.41 -0.94 -4.47 0.567
```